(1)
ORCA calculation (wB97M-V/def2-TZVPD) on C3H4O3Sm as an isolated structure in a non-equilibrium geometry.

Output
- LUMO level (alpha / beta): -1.09 / -1.22 eV
- Total charge: 0
- Energy: -27219.7834 eV
- <S²>: 12.01
- Energy relative to the best compared isomer or geometry (same formula, charge and spin): 35.6 kcal/mol
- Gap between HOMO and LUMO (alpha / beta): 6.46 / 6.65 eV
- Multiplicity: 7

Last column: Löwdin charge in e.
Atoms and positions in Å:
O  -2.64  -1.23  -0.15  -0.30
C  -2.49  -2.01  -1.20  -0.95
O  -1.31  -1.87  -1.78  -0.29
Sm  -0.56  -0.32  -0.28  1.62
O  -3.36  -2.79  -1.60  0.01
C  1.96  0.80  0.28  -0.21
C  1.44  1.65  1.20  -0.17
H  2.00  1.76  -0.37  0.10
H  2.59  -0.02  0.64  0.08
H  1.19  2.70  1.04  0.06
H  1.16  1.32  2.21  0.05

=====

(2)
ORCA calculation (wB97M-V/def2-TZVPD) on C3H4O3Sm as an isolated structure in a non-equilibrium geometry.

Output
- LUMO level (alpha / beta): -4.10 / -4.15 eV
- Total charge: +1
- Energy: -27211.0174 eV
- <S²>: 15.76
- Energy relative to the best compared isomer or geometry (same formula, charge and spin): 83.1 kcal/mol
- Gap between HOMO and LUMO (alpha / beta): 5.32 / 9.87 eV
- Multiplicity: 8

Last column: Löwdin charge in e.
Atoms and positions in Å:
O  2.00  0.89  -0.17  0.17
C  1.17  0.05  -0.35  -0.38
C  1.04  -1.36  0.07  0.01
H  0.53  -1.92  -0.72  0.10
H  0.81  -1.49  1.14  0.13
H  2.18  -1.52  -0.09  0.14
Sm  -0.85  3.25  0.53  1.14
O  -0.19  0.53  0.06  -0.22
C  -1.36  -0.05  -0.21  -0.10
O  -2.21  0.93  -0.01  -0.11
H  -3.12  0.70  -0.24  0.13

=====

(3)
ORCA calculation (wB97M-V/def2-TZVPD) on C3H4O3Tl as an isolated structure in a non-equilibrium geometry.

Output
- LUMO level (alpha / beta): -0.24 / 0.11 eV
- Total charge: 0
- Energy: -14005.3429 eV
- <S²>: 0.76
- Energy relative to the best compared isomer or geometry (same formula, charge and spin): 120.1 kcal/mol
- Gap between HOMO and LUMO (alpha / beta): 5.97 / 8.56 eV
- Multiplicity: 2

Last column: Löwdin charge in e.
Atoms and positions in Å:
O  -2.06  -1.01  -0.26  -0.51
C  -1.40  -1.04  0.93  -0.38
C  -0.38  0.04  1.07  -0.13
O  -0.56  1.14  0.39  -0.35
Tl  -1.86  0.55  -1.53  0.87
H  -0.85  -1.99  1.13  0.13
H  -2.08  -0.93  1.82  0.14
H  0.32  0.06  1.92  0.14
C  0.23  2.82  1.01  0.04
O  -0.04  3.75  0.17  -0.05
H  0.40  4.59  0.38  0.12

=====

(4)
ORCA calculation (wB97M-V/def2-TZVPD) on C3H4O3Tl as an isolated structure in a non-equilibrium geometry.

Output
- LUMO level (alpha / beta): -6.61 / -6.61 eV
- Total charge: +1
- Energy: -13996.5268 eV
- Energy relative to the best compared isomer or geometry (same formula, charge and spin): 180.5 kcal/mol
- Gap between HOMO and LUMO (alpha / beta): 6.78 / 6.78 eV

Last column: Löwdin charge in e.
Atoms and positions in Å:
H  -0.30  -1.01  -2.56  0.11
O  0.65  -0.35  -1.01  -0.38
C  1.98  0.18  -0.35  0.10
C  0.97  -0.31  0.55  -0.24
O  0.33  0.58  1.37  -0.02
C  -1.08  0.57  1.53  -0.08
O  -1.67  -0.01  0.59  -0.22
Tl  -1.26  -0.17  -1.30  1.27
H  2.13  1.26  -0.45  0.15
H  2.81  -0.47  -0.63  0.15
H  0.96  -1.34  0.91  0.18

=====

(5)
ORCA calculation (wB97M-V/def2-TZVPD) on C3H4O4 as an isolated structure in a non-equilibrium geometry.

Output
- LUMO level: -0.27 eV
- Total charge: 0
- Energy: -11363.2812 eV
- Energy relative to the best compared isomer or geometry (same formula, charge and spin): 63.0 kcal/mol
- Gap between HOMO and LUMO: 10.58 eV

Last column: Löwdin charge in e.
Atoms and positions in Å:
C  1.14  0.34  -0.22  -0.44
C  -0.13  -0.64  -0.04  -0.01
C  -1.54  0.08  -0.19  -0.43
H  1.98  -1.17  0.44  0.13
H  0.10  -0.76  1.35  0.23
H  -0.14  -1.80  -0.49  0.18
H  -0.60  1.87  -0.10  0.16
O  2.26  -0.34  -0.01  0.12
O  0.95  1.52  -0.66  0.03
O  -1.52  1.45  0.44  -0.08
O  -2.50  -0.57  -0.51  0.11

=====

(6)
ORCA calculation (wB97M-V/def2-TZVPD) on C3H4O4Sm as an isolated structure in a non-equilibrium geometry.

Output
- LUMO level (alpha / beta): -4.24 / -4.06 eV
- Total charge: +1
- Energy: -29257.0489 eV
- <S²>: 15.76
- Energy relative to the best compared isomer or geometry (same formula, charge and spin): 97.6 kcal/mol
- Gap between HOMO and LUMO (alpha / beta): 3.75 / 8.16 eV
- Multiplicity: 8

Last column: Löwdin charge in e.
Atoms and positions in Å:
O  -0.43  1.26  -0.61  0.13
C  -1.18  0.20  -0.78  -0.57
C  0.84  0.85  -0.17  -0.10
O  -2.33  0.24  -1.19  -0.04
O  -0.59  -0.87  -0.29  0.15
C  0.76  -0.55  -0.01  0.00
Sm  -4.61  -0.97  -1.80  1.02
H  1.67  1.37  -0.65  0.15
H  1.50  -1.30  -0.30  0.16
H  1.21  0.86  1.56  0.22
O  1.19  -0.26  2.11  -0.15
H  1.97  -0.82  2.14  0.04

=====

(7)
ORCA calculation (wB97M-V/def2-TZVPD) on C3H4O4Tl as an isolated structure in a non-equilibrium geometry.

Output
- LUMO level (alpha / beta): -18.44 / -18.41 eV
- Total charge: +3
- Energy: -16015.0752 eV
- Energy relative to the best compared isomer or geometry (same formula, charge and spin): 50.5 kcal/mol
- Gap between HOMO and LUMO (alpha / beta): 7.17 / 7.03 eV

Last column: Löwdin charge in e.
Atoms and positions in Å:
C  -0.86  0.21  -0.44  -0.35
O  -2.01  -0.05  -0.81  -0.08
O  0.17  -0.49  -0.86  0.09
C  1.31  -0.23  -0.03  0.02
O  -0.25  -0.88  1.49  0.37
C  0.98  -0.84  1.27  0.14
Tl  -3.04  -1.39  -1.52  1.74
H  1.71  -0.73  2.09  0.25
H  2.19  -0.63  -0.53  0.20
O  -0.32  1.69  -0.45  0.17
H  -1.06  2.26  -0.18  0.17
H  1.17  1.08  -0.03  0.29

=====

(8)
ORCA calculation (wB97M-V/def2-TZVPD) on C3H4OS in the gas phase in a non-equilibrium geometry.

Output
- LUMO level: 0.61 eV
- Total charge: 0
- Energy: -16054.5325 eV
- Energy relative to the best compared isomer or geometry (same formula, charge and spin): 82.5 kcal/mol
- Gap between HOMO and LUMO: 9.66 eV

Last column: Löwdin charge in e.
Atoms and positions in Å:
C  -0.84  0.11  -1.29  -0.17
C  -0.03  -0.16  -0.25  -0.36
C  1.29  -0.30  0.50  -0.07
O  -2.46  0.98  1.02  -0.65
S  -1.85  -0.31  0.16  0.95
H  -1.09  0.40  -2.21  0.03
H  1.82  -1.24  0.23  0.09
H  1.32  -0.05  1.64  0.12
H  1.83  0.58  0.19  0.06

=====

(9)
ORCA calculation (wB97M-V/def2-TZVPD) on a 2-piece molecular cluster, C3H4OS overall in a non-equilibrium geometry.

Output
- LUMO level: -0.91 eV
- Total charge: 0
- Energy: -16054.0174 eV
- Energy relative to the best compared isomer or geometry (same formula, charge and spin): 94.4 kcal/mol
- Gap between HOMO and LUMO: 8.48 eV

Last column: Löwdin charge in e.
Atoms and positions in Å:
C  0.00  1.49  -0.19  -0.79
C  0.12  0.21  0.39  -0.60
C  0.00  -1.02  -0.29  -0.20
O  0.31  2.34  -0.93  0.10
S  -1.45  1.09  0.75  0.91
H  1.32  0.38  1.80  0.25
H  -0.61  -0.93  -1.24  0.10
H  -0.60  -1.83  0.27  0.10
H  0.90  -1.73  -0.55  0.12

=====

(10)
ORCA calculation (wB97M-V/def2-TZVPD) on C3H4OS in the gas phase in a non-equilibrium geometry.

Output
- SMILES: S=C1CCO1
- LUMO level: 0.56 eV
- Total charge: 0
- Energy: -16057.1663 eV
- Energy relative to the best compared isomer or geometry (same formula, charge and spin): 21.8 kcal/mol
- Gap between HOMO and LUMO: 9.60 eV

Last column: Löwdin charge in e.
Atoms and positions in Å:
C  0.31  1.10  0.31  -0.86
C  -0.17  -0.30  0.70  -0.10
C  -0.12  -0.61  -0.83  -0.14
H  -1.13  -0.45  1.17  0.11
H  0.64  -0.80  1.19  0.10
H  -1.08  -0.75  -1.27  0.10
H  0.51  -1.45  -1.16  0.12
O  0.41  0.71  -1.02  -0.08
S  0.63  2.54  0.91  0.74

=====

Among the records above, which one has the highest total charge? C3H4O4Tl

=====

Look up the energy relative to the best compared isomer or geometry (same formula, charge and spin) of the fourth one. 180.5 kcal/mol

=====

total charge of number 1 (C3H4O3Sm)? 0

=====

The lowest energy belongs to which entry? C3H4O4Sm